(1)
The molecule C6H10N2O3S at a distorted geometry. Source: the OMol25 dataset; level of theory: the ωB97M-V functional and the def2-TZVPD basis.

```
22
Properties=species:S:1:pos:R:3:forces:R:3
C 1.1468 -0.2132 1.3729 -0.667 -0.865 0.953
C 0.1191 -0.7687 0.6469 -1.042 -1.720 -1.784
C 0.6725 0.9815 -0.5038 1.891 1.982 -1.600
C -0.6768 -1.9341 1.1717 -1.155 2.089 -0.726
C 1.4954 1.2556 -1.8370 -0.660 -1.857 1.368
C -2.4650 1.0247 -0.2643 1.871 1.730 0.534
N -0.1328 -0.1886 -0.5338 0.235 0.074 1.714
N 1.5760 0.8666 0.7385 1.410 1.659 0.256
O -1.5033 2.3696 -2.3715 -0.479 -1.038 0.677
O -0.0189 2.1977 -0.2913 -3.097 0.183 0.306
O -1.9294 3.6846 -0.4216 -0.973 0.688 1.415
S -1.6357 2.4073 -0.9380 3.400 -0.544 -1.424
H 1.3971 -0.6973 2.3126 0.694 0.835 -0.037
H -1.3591 -1.3395 1.8363 -0.128 -1.232 -0.324
H -1.2253 -2.4836 0.3793 0.366 0.406 0.647
H -0.0699 -2.5465 1.7766 0.558 -0.973 0.665
H 1.2812 0.4246 -2.5297 0.519 0.428 0.227
H 1.1996 2.1810 -2.2496 -0.644 0.839 -0.490
H 2.5202 1.3754 -1.5519 0.793 -0.409 -0.182
H -2.1822 0.9037 0.7710 -0.459 -0.267 -0.026
H -3.3237 0.6905 -0.7607 -0.929 -0.572 -0.536
H 2.1557 1.6192 1.2412 -1.505 -1.437 -1.635
```
Forces are in eV/Å.

Calculated values
Energy relative to the best compared isomer or geometry (same formula, charge and spin) (kcal per mole): 91.12
Max |F| (Eh/bohr): 0.072
Spin multiplicity: 1
Gap between HOMO and LUMO (spin up / spin down) (eV): 8.8 / 6.2
Net charge: 0
LUMO energy (spin up / spin down) (eV): -0.51 / -1.24
M (g/mol): 190.22
HOMO level (spin up / spin down) (eV): -9.30 / -7.44

(2)
The molecule C6H10N2O4S2 at a distorted geometry. Source: the OMol25 dataset; level of theory: the ωB97M-V functional and the def2-TZVPD basis.

```
24
Properties=species:S:1:pos:R:3:forces:R:3
C 0.3498 -0.8619 1.4400 -2.241 0.708 1.157
C -2.0133 0.0195 1.2798 2.402 -0.560 -0.847
C 0.5221 -1.0619 0.0727 -2.754 1.317 -0.953
C 2.7340 0.0778 -1.7468 -2.839 0.509 1.253
C -4.5034 0.7337 1.4846 0.536 -0.125 1.658
C 2.1811 -1.3100 -1.5664 1.445 -2.320 -2.193
N -0.3783 -0.6304 -0.7833 -0.555 0.076 -0.108
N 1.2252 -1.1750 2.4124 2.255 -0.404 0.167
O -2.1350 1.4263 -0.8411 0.373 -0.061 -0.387
O -0.7786 -0.2865 1.8495 -0.984 0.927 0.809
O -2.6457 1.4546 3.3381 0.414 0.534 2.184
O 1.6162 -1.6696 -0.3190 1.792 0.041 0.716
S -2.0077 -0.0089 -0.5310 1.272 -0.753 0.140
S -2.8235 1.5647 1.9111 -1.178 -2.636 -0.839
H 1.7984 0.7544 -1.8821 1.946 -0.581 0.623
H 3.3326 0.2314 -0.8537 0.122 0.920 -0.048
H 3.3144 0.1334 -2.6319 0.622 -0.030 -0.750
H -4.6540 -0.4031 1.6858 0.611 2.266 -0.099
H -5.2313 1.4036 1.9863 0.269 -0.663 -0.205
H -4.4801 0.9761 0.4675 -0.641 -0.026 -1.873
H 3.0265 -2.0800 -1.7589 -1.434 1.101 0.604
H 1.4222 -1.5024 -2.3083 -0.218 -0.107 -0.403
H 1.2031 -0.9522 3.4195 -0.648 0.157 -1.298
H 2.1687 -1.2134 2.0030 -0.567 -0.290 0.694
```
Forces are in eV/Å.

Calculated values
Energy relative to the best compared isomer or geometry (same formula, charge and spin) (kcal per mole): 70.80
Max |F| (Eh/bohr): 0.068
Spin multiplicity: 1
Gap between HOMO and LUMO (spin up / spin down) (eV): 6.5 / 7.6
Net charge: 0
LUMO energy (spin up / spin down) (eV): -0.93 / -0.63
M (g/mol): 238.29
HOMO level (spin up / spin down) (eV): -7.41 / -8.24